{"formula": "C28H13Cl4CoF5N2O4S2", "method": "ωB97M-V with the def2-TZVPD basis set", "symbols": ["Co", "F", "C", "C", "F", "C", "F", "C", "S", "C", "F", "C", "F", "Cl", "C", "C", "Cl", "C", "Cl", "C", "O", "C", "O", "C", "Cl", "C", "C", "C", "C", "C", "C", "C", "S", "O", "O", "N", "C", "C", "C", "C", "C", "C", "C", "C", "N", "C", "H", "H", "H", "H", "H", "H", "H", "H", "H", "H", "H", "H", "H"], "xyz": [[-0.879, -0.046, 1.111], [-1.756, 5.162, 5.631], [-1.713, 3.915, 5.137], [-1.095, 3.655, 3.929], [-0.523, 4.656, 3.244], [-1.062, 2.362, 3.441], [-0.411, 2.173, 2.266], [-1.633, 1.272, 4.093], [-1.606, -0.351, 3.479], [-2.237, 1.581, 5.316], [-2.813, 0.611, 6.041], [-2.285, 2.863, 5.829], [-2.889, 3.100, 7.004], [-2.293, 3.852, -4.316], [-2.400, 2.934, -2.863], [-3.690, 2.666, -2.303], [-5.089, 3.273, -3.104], [-3.815, 1.943, -1.150], [-5.344, 1.601, -0.443], [-2.660, 1.422, -0.490], [-2.712, 0.735, 0.557], [-1.337, 1.705, -1.058], [-0.329, 1.246, -0.461], [-1.262, 2.478, -2.253], [0.306, 2.789, -2.896], [2.982, -0.236, -5.566], [1.977, -0.693, -4.542], [0.804, -1.339, -4.927], [-0.129, -1.741, -3.986], [0.102, -1.490, -2.639], [1.260, -0.844, -2.237], [2.191, -0.459, -3.190], [-1.172, -1.987, -1.498], [-2.259, -1.058, -1.672], [-1.448, -3.375, -1.785], [-0.560, -1.747, -0.042], [0.524, -2.519, 0.392], [0.898, -3.777, -0.034], [2.008, -4.443, 0.523], [2.768, -3.886, 1.509], [2.448, -2.585, 1.957], [3.189, -1.914, 2.955], [2.860, -0.640, 3.314], [1.775, -0.022, 2.670], [1.062, -0.617, 1.749], [1.357, -1.898, 1.386], [2.762, -0.655, -6.548], [3.993, -0.535, -5.285], [2.975, 0.853, -5.657], [0.619, -1.526, -5.979], [-1.038, -2.244, -4.287], [1.420, -0.616, -1.194], [3.090, 0.057, -2.872], [0.309, -4.272, -0.791], [2.247, -5.435, 0.157], [3.606, -4.412, 1.949], [4.018, -2.430, 3.426], [3.403, -0.106, 4.081], [1.488, 0.992, 2.922]], "lowdin_spin": [2.75, 0.00, 0.00, 0.00, 0.00, 0.00, 0.02, 0.01, 0.04, 0.00, 0.00, 0.00, 0.00, 0.03, 0.10, 0.08, 0.02, 0.05, 0.01, 0.13, 0.25, 0.13, 0.24, 0.04, 0.00, 0.00, 0.00, 0.00, 0.00, 0.00, 0.00, 0.00, 0.00, 0.01, 0.00, 0.03, 0.00, 0.00, 0.00, 0.00, 0.00, 0.00, 0.00, 0.01, 0.03, 0.00, 0.00, 0.00, 0.00, 0.00, 0.00, 0.00, 0.00, 0.00, 0.00, 0.00, 0.00, 0.00, 0.00], "multiplicity": 5, "e_lumo_ev": [2.126, 0.835], "s2": 6.02, "gap_ev": [7.29, 6.02], "e_above_lowest_kj_mol": 53.8, "charge": -1, "largest_force_ev_per_a": 0.9, "energy_ev": -163395.237}



{"formula": "C28H16BrN6O5Ru", "method": "ωB97M-V with the def2-TZVPD basis set", "symbols": ["Ru", "C", "C", "C", "C", "N", "C", "N", "C", "N", "C", "N", "C", "C", "C", "C", "C", "N", "C", "C", "C", "C", "C", "C", "H", "H", "H", "H", "H", "H", "H", "H", "H", "H", "H", "H", "O", "C", "C", "O", "C", "C", "O", "C", "O", "O", "Br", "C", "C", "C", "C", "N", "C", "H", "H", "H", "H"], "xyz": [[0.521, 0.181, 0.512], [3.444, 3.216, -0.176], [4.223, 2.747, -1.255], [3.802, 1.656, -1.946], [2.597, 0.979, -1.593], [1.917, 1.380, -0.475], [2.335, 2.507, 0.167], [2.203, 0.017, -2.429], [1.145, -0.750, -2.245], [0.413, -0.918, -1.084], [-0.654, -1.777, -1.332], [-1.614, -2.146, -0.499], [-1.601, -1.936, 0.815], [-2.691, -2.484, 1.555], [-2.712, -2.435, 2.912], [-1.630, -1.836, 3.597], [-0.642, -1.269, 2.854], [-0.621, -1.259, 1.494], [-0.580, -2.180, -2.703], [-1.393, -3.024, -3.469], [-1.051, -3.221, -4.786], [0.084, -2.598, -5.351], [0.889, -1.769, -4.605], [0.548, -1.563, -3.265], [3.707, 4.106, 0.375], [5.133, 3.258, -1.540], [4.335, 1.269, -2.801], [1.706, 2.836, 0.980], [-3.473, -2.957, 0.979], [-3.538, -2.866, 3.463], [-1.579, -1.810, 4.674], [0.198, -0.792, 3.338], [-2.257, -3.501, -3.026], [-1.658, -3.867, -5.407], [0.319, -2.782, -6.392], [1.761, -1.289, -5.028], [2.841, 2.393, 6.101], [2.459, 1.939, 5.063], [1.206, 2.373, 4.289], [0.401, 3.201, 4.634], [1.161, 1.518, 3.085], [2.297, 0.621, 3.031], [2.438, -0.200, 2.119], [3.184, 0.877, 4.218], [4.211, 0.325, 4.498], [0.298, 1.526, 2.171], [-5.085, 1.057, 1.854], [-3.810, 1.120, 0.470], [-4.192, 1.024, -0.857], [-3.207, 1.060, -1.829], [-1.885, 1.163, -1.439], [-1.525, 1.250, -0.155], [-2.469, 1.241, 0.788], [-5.236, 0.918, -1.120], [-3.456, 0.985, -2.878], [-1.082, 1.165, -2.166], [-2.136, 1.321, 1.815]], "lowdin_spin": [2.48, 0.04, 0.03, 0.02, 0.05, 0.07, 0.01, 0.10, 0.15, 0.07, 0.18, 0.09, 0.06, 0.02, 0.04, 0.04, 0.02, 0.08, 0.06, 0.03, 0.03, 0.04, 0.02, 0.06, 0.00, 0.00, 0.00, 0.00, 0.00, 0.00, 0.00, 0.00, 0.00, 0.00, 0.00, 0.00, 0.05, 0.01, 0.03, 0.14, 0.15, 0.09, 0.29, 0.02, 0.08, 0.23, 0.00, 0.00, 0.01, 0.00, 0.02, 0.10, 0.02, 0.00, 0.00, 0.00, 0.00], "multiplicity": 6, "e_lumo_ev": [-0.846, -2.864], "s2": 8.80, "gap_ev": [5.07, 5.46], "largest_force_ev_per_a": 0.5, "energy_ev": -121096.688}



{"formula": "C28H18BF12N", "method": "ωB97M-V with the def2-TZVPD basis set", "symbols": ["F", "C", "C", "C", "F", "C", "B", "C", "C", "F", "C", "C", "F", "C", "C", "F", "C", "C", "F", "C", "C", "F", "C", "C", "F", "C", "F", "C", "H", "H", "H", "H", "H", "H", "C", "N", "C", "C", "C", "C", "C", "C", "C", "F", "F", "F", "C", "C", "H", "H", "H", "H", "H", "H", "H", "H", "H", "H", "H", "H"], "xyz": [[-2.202, -2.401, -4.999], [-1.921, -1.948, -3.722], [-2.973, -1.774, -2.829], [-2.629, -1.435, -1.545], [-3.650, -1.038, -0.722], [-1.304, -1.255, -1.124], [-0.901, -1.107, 0.358], [-2.018, -1.248, 1.453], [-2.414, -0.315, 2.435], [-1.891, 0.965, 2.372], [-3.372, -0.579, 3.387], [-4.008, -1.810, 3.397], [-5.020, -2.038, 4.276], [-3.676, -2.770, 2.441], [-2.690, -2.480, 1.531], [-2.365, -3.466, 0.638], [0.371, -1.874, 0.874], [1.045, -1.502, 2.066], [0.660, -0.314, 2.672], [2.117, -2.200, 2.618], [2.476, -3.387, 1.975], [3.586, -4.051, 2.417], [1.882, -3.823, 0.792], [0.802, -3.093, 0.321], [0.172, -3.636, -0.767], [-0.304, -1.332, -2.112], [0.948, -0.850, -1.810], [-0.565, -1.686, -3.418], [-4.008, -1.795, -3.121], [-3.616, 0.188, 4.121], [-4.196, -3.686, 2.404], [2.674, -1.784, 3.435], [2.252, -4.629, 0.226], [0.228, -1.669, -4.158], [-2.361, 2.154, -0.513], [-0.996, 2.271, -1.004], [-0.752, 2.987, -2.224], [-0.062, 1.739, -0.075], [1.415, 2.263, -0.236], [1.882, 3.455, -0.798], [3.246, 3.685, -0.886], [4.117, 2.802, -0.269], [5.588, 3.089, -0.342], [6.309, 2.337, 0.527], [6.167, 2.859, -1.554], [5.868, 4.400, -0.057], [3.681, 1.635, 0.301], [2.309, 1.393, 0.329], [-3.001, 2.673, -1.249], [-2.709, 1.094, -0.439], [-2.478, 2.653, 0.475], [-1.672, 2.825, -2.839], [-0.656, 4.084, -1.989], [0.134, 2.623, -2.774], [-0.296, 0.674, -0.077], [-0.370, 1.941, 0.920], [1.232, 4.226, -1.213], [3.623, 4.533, -1.404], [4.354, 0.902, 0.690], [1.934, 0.525, 0.821]], "nbo_charge": [-0.32, 0.47, -0.38, 0.50, -0.32, -0.56, 0.84, -0.50, 0.45, -0.34, -0.36, 0.43, -0.31, -0.36, 0.45, -0.33, -0.55, 0.46, -0.33, -0.37, 0.45, -0.32, -0.38, 0.55, -0.33, 0.51, -0.32, -0.37, 0.26, 0.25, 0.25, 0.26, 0.25, 0.26, -0.40, -0.47, -0.39, -0.16, 0.00, -0.21, -0.17, -0.18, 0.98, -0.33, -0.33, -0.33, -0.12, -0.21, 0.20, 0.19, 0.19, 0.20, 0.17, 0.21, 0.17, 0.21, 0.22, 0.23, 0.23, 0.22], "smiles": "Fc1cc(F)c(B(c2c(F)cc(F)cc2F)c2c(F)cc(F)cc2F)c(F)c1.CN(C)Cc1ccc(C(F)(F)F)cc1", "multiplicity": 1, "e_lumo_ev": -0.906, "gap_ev": 7.24, "e_above_lowest_kj_mol": 0.0, "largest_force_ev_per_a": 3.0, "energy_ev": -64102.974}



{"formula": "C28H18Cl2N6O2Se2Sn", "method": "ωB97M-V with the def2-TZVPD basis set", "symbols": ["Sn", "Cl", "C", "C", "C", "N", "C", "O", "C", "C", "C", "C", "C", "N", "C", "C", "C", "Cl", "N", "C", "O", "C", "C", "C", "C", "C", "N", "H", "H", "H", "H", "H", "H", "H", "H", "H", "H", "Se", "Se", "C", "C", "C", "C", "C", "N", "C", "C", "C", "C", "C", "N", "H", "H", "H", "H", "H", "H", "H", "H"], "xyz": [[-0.042, -0.798, -0.005], [-2.623, 0.235, -6.820], [-1.628, 0.206, -5.454], [-2.106, -0.257, -4.274], [-1.294, -0.267, -3.102], [-1.667, -0.661, -1.917], [-2.912, -1.274, -1.668], [-3.557, -1.883, -2.482], [-3.372, -1.133, -0.248], [-4.726, -1.255, 0.020], [-5.169, -1.069, 1.321], [-4.236, -0.799, 2.310], [-2.894, -0.750, 1.964], [-2.468, -0.891, 0.711], [0.088, 0.313, -3.207], [0.559, 0.740, -4.488], [-0.238, 0.685, -5.575], [0.330, 1.172, -7.091], [0.787, 0.374, -2.131], [1.906, 1.202, -1.940], [1.920, 2.346, -2.321], [3.024, 0.587, -1.161], [4.254, 1.226, -1.119], [5.305, 0.592, -0.473], [5.088, -0.662, 0.078], [3.812, -1.203, 0.024], [2.795, -0.585, -0.569], [-3.108, -0.649, -4.219], [-5.412, -1.485, -0.783], [-6.221, -1.139, 1.562], [-4.538, -0.628, 3.333], [-2.127, -0.602, 2.716], [1.568, 1.117, -4.576], [4.369, 2.194, -1.587], [6.277, 1.060, -0.407], [5.893, -1.210, 0.547], [3.584, -2.166, 0.466], [2.166, 0.429, 3.043], [0.100, 1.415, 3.308], [-0.160, 2.328, 1.618], [-0.110, 3.712, 1.660], [-0.408, 4.432, 0.512], [-0.804, 3.739, -0.618], [-0.841, 2.360, -0.570], [-0.497, 1.648, 0.513], [1.608, -1.343, 3.618], [2.067, -1.849, 4.822], [1.610, -3.098, 5.223], [0.721, -3.784, 4.410], [0.325, -3.192, 3.222], [0.755, -1.991, 2.834], [0.161, 4.206, 2.582], [-0.346, 5.511, 0.511], [-1.077, 4.254, -1.528], [-1.167, 1.787, -1.424], [2.759, -1.281, 5.427], [1.939, -3.522, 6.162], [0.346, -4.758, 4.687], [-0.368, -3.687, 2.548]], "nbo_charge": [1.51, 0.19, 0.03, -0.31, 0.30, -0.63, 0.64, -0.48, 0.08, -0.17, -0.12, -0.21, 0.05, -0.54, 0.38, -0.31, 0.00, 0.17, -0.57, 0.64, -0.50, 0.05, -0.18, -0.14, -0.20, 0.05, -0.46, 0.29, 0.26, 0.25, 0.25, 0.23, 0.27, 0.26, 0.25, 0.25, 0.21, 0.21, 0.21, 0.05, -0.25, -0.11, -0.22, 0.05, -0.59, 0.03, -0.25, -0.13, -0.23, 0.04, -0.49, 0.26, 0.25, 0.25, 0.20, 0.25, 0.25, 0.25, 0.20], "multiplicity": 1, "e_lumo_ev": -8.282, "gap_ev": 5.20, "e_above_lowest_kj_mol": 49.0, "charge": 2, "largest_force_ev_per_a": 1.1, "energy_ev": -203919.098}